1.
{"formula": "C36H45F27O18", "method": "ωB97M-V with the def2-TZVPD basis set", "smiles": "CCOC(=O)C(F)(F)F.CCOC(=O)C(F)(F)F.CCOC(=O)C(F)(F)F.CCOC(=O)C(F)(F)F.CCOC(=O)C(F)(F)F.CCOC(=O)C(F)(F)F.CCOC(=O)C(F)(F)F.CCOC(=O)C(F)(F)F.CCOC(=O)C(F)(F)F", "e_above_lowest_kcal_mol": 145.8, "symbols": ["C", "C", "O", "C", "O", "C", "F", "F", "F", "H", "H", "H", "H", "H", "C", "C", "O", "C", "O", "C", "F", "F", "F", "H", "H", "H", "H", "H", "C", "C", "O", "C", "O", "C", "F", "F", "F", "H", "H", "H", "H", "H", "C", "C", "O", "C", "O", "C", "F", "F", "F", "H", "H", "H", "H", "H", "C", "C", "O", "C", "O", "C", "F", "F", "F", "H", "H", "H", "H", "H", "C", "C", "O", "C", "O", "C", "F", "F", "F", "H", "H", "H", "H", "H", "C", "C", "O", "C", "O", "C", "F", "F", "F", "H", "H", "H", "H", "H", "C", "C", "O", "C", "O", "C", "F", "F", "F", "H", "H", "H", "H", "H", "C", "C", "O", "C", "O", "C", "F", "F", "F", "H", "H", "H", "H", "H"], "positions_angstrom": [[1.03143, 2.23914, -0.26030], [-0.45772, 2.13632, 0.29640], [-1.05383, 1.02773, -0.40412], [-1.44469, -0.06113, 0.26996], [-1.79259, -0.07779, 1.47128], [-1.82537, -1.27912, -0.68347], [-2.03868, -0.91587, -1.94105], [-0.75237, -2.09904, -0.58793], [-2.83085, -2.04331, -0.23013], [1.41032, 3.17294, 0.15510], [1.02383, 2.21575, -1.35002], [1.57956, 1.33644, 0.00948], [-1.01043, 3.06863, 0.18057], [-0.42326, 1.98358, 1.37509], [-0.29762, -7.26264, -3.84728], [-0.32995, -6.94201, -5.31834], [-1.63881, -6.46861, -5.58755], [-2.22590, -6.64172, -6.72477], [-1.79334, -7.49629, -7.50534], [-3.58687, -5.95869, -7.08357], [-3.86201, -4.99797, -6.17302], [-3.60216, -5.45710, -8.33916], [-4.65505, -6.79272, -6.99557], [-0.70823, -6.53718, -3.14500], [0.78427, -7.30720, -3.72224], [-0.60494, -8.25934, -3.53065], [0.02952, -7.75725, -5.94625], [0.31247, -6.09521, -5.55986], [3.60917, -0.86744, 3.12964], [4.88890, -1.21210, 2.39348], [4.96664, -2.60464, 2.09591], [4.20882, -3.18451, 1.10962], [3.49193, -2.47239, 0.37183], [4.55678, -4.65285, 0.81748], [4.70023, -4.84813, -0.49361], [5.70459, -5.01144, 1.40841], [3.61848, -5.39753, 1.34200], [2.71556, -1.23872, 2.62791], [3.59367, 0.21974, 3.20630], [3.54916, -1.26589, 4.14242], [5.71378, -1.20213, 3.10593], [5.05680, -0.59165, 1.51317], [8.89728, 7.39017, 6.04594], [8.70958, 8.25872, 4.81424], [8.39989, 7.46140, 3.65702], [7.09073, 7.38186, 3.31311], [6.17794, 8.03510, 3.81978], [6.68026, 6.43397, 2.15641], [7.70230, 5.89867, 1.46936], [5.86194, 5.47588, 2.58154], [5.96141, 7.09598, 1.23499], [9.49818, 6.51227, 5.80866], [8.03250, 6.99818, 6.58130], [9.39485, 7.96067, 6.83019], [9.60366, 8.85279, 4.62504], [7.94749, 9.03792, 4.82656], [-5.47191, -8.31049, -2.70464], [-5.40879, -9.80188, -2.16260], [-5.06271, -10.62930, -3.29432], [-5.86846, -11.54491, -3.75436], [-6.99172, -11.81844, -3.36184], [-5.23364, -12.34068, -4.89454], [-3.94304, -12.12796, -4.95461], [-5.51276, -13.66607, -4.88137], [-5.77157, -11.89987, -6.07004], [-4.48443, -8.10066, -3.11568], [-5.87900, -7.60145, -1.98379], [-6.08250, -8.14247, -3.59180], [-6.31294, -10.16771, -1.67600], [-4.59332, -9.76106, -1.44049], [1.76316, 7.78914, -5.38319], [1.26811, 7.50113, -4.02066], [-0.04697, 7.98905, -3.77883], [-1.13191, 7.12335, -3.78165], [-0.98976, 5.89215, -4.07433], [-2.38783, 7.81051, -3.24949], [-2.95844, 8.41928, -4.26372], [-3.19347, 6.86515, -2.87079], [-2.09968, 8.63982, -2.20081], [1.50403, 8.81492, -5.64533], [1.20572, 7.10239, -6.02017], [2.81575, 7.55928, -5.54850], [1.91531, 7.95204, -3.26839], [1.25111, 6.42556, -3.84469], [-4.84326, 8.49930, 8.53883], [-4.36620, 9.20869, 7.30095], [-4.17966, 8.30669, 6.21422], [-3.11524, 7.40738, 6.11503], [-2.38968, 7.12137, 7.05640], [-2.98428, 6.72419, 4.74768], [-1.66385, 6.59059, 4.42381], [-3.39108, 5.43625, 4.83593], [-3.62688, 7.41174, 3.77227], [-5.80441, 8.03391, 8.32042], [-4.89106, 9.04612, 9.48054], [-4.26532, 7.63097, 8.85522], [-3.40221, 9.66796, 7.51978], [-4.99933, 10.06243, 7.05936], [-6.72755, -5.65945, 4.66440], [-5.75350, -4.63319, 3.96797], [-5.13016, -3.65975, 4.79688], [-3.89101, -3.97214, 5.38859], [-3.34438, -5.04034, 5.28598], [-3.37291, -2.86286, 6.30641], [-3.55515, -3.24425, 7.60139], [-2.09666, -2.53274, 6.03884], [-4.09235, -1.71891, 6.05841], [-7.11000, -6.46262, 4.03452], [-7.50043, -5.18364, 5.26803], [-6.09954, -6.09861, 5.43953], [-6.30849, -4.08528, 3.20646], [-4.97370, -5.17434, 3.43210], [2.23983, -0.66463, -4.64161], [3.49911, -0.18911, -5.36056], [4.51758, 0.13766, -4.39689], [5.65571, 0.78918, -4.74493], [5.98877, 0.91742, -5.90299], [6.63257, 1.32158, -3.56038], [7.09123, 2.52100, -3.83064], [6.01722, 1.43505, -2.39249], [7.66895, 0.50930, -3.47032], [1.79987, 0.14924, -4.06528], [2.45156, -1.36649, -3.83497], [1.51646, -1.24494, -5.21438], [3.18940, 0.74024, -5.83857], [3.74268, -1.04048, -5.99613]], "forces_ev_per_a": [[-2.10, -0.18, 0.44], [2.19, -0.02, 0.00], [-0.03, -1.13, 0.12], [-3.50, 1.17, 2.97], [1.87, -0.36, -3.69], [1.24, -0.30, 1.41], [-0.02, -0.22, 0.31], [0.29, 0.13, -0.77], [-0.13, 1.14, -0.31], [0.56, -0.24, -0.22], [-0.12, 0.52, 0.01], [0.16, 0.27, 0.49], [-0.25, -0.32, -0.67], [-0.13, -0.48, -0.08], [1.63, -0.55, 0.24], [0.15, 0.18, 0.36], [-1.94, 1.95, 0.73], [1.15, -4.06, -2.98], [-1.19, 1.93, 0.41], [-1.09, 0.55, 0.82], [0.43, 0.19, -0.69], [0.47, -0.30, 1.31], [1.19, -0.14, -0.21], [-0.01, 0.22, -0.47], [0.24, 0.11, 0.77], [-0.51, 0.01, -0.51], [-0.66, -0.16, 0.00], [0.13, 0.08, 0.24], [-0.19, 0.23, -0.01], [-0.30, -0.51, 0.95], [-0.89, -2.95, -1.44], [-0.20, 5.47, -1.66], [1.63, -2.95, 2.13], [1.06, 0.74, 0.61], [-0.44, -0.09, 0.30], [0.10, 0.14, -0.17], [-1.10, -0.98, -0.16], [0.09, 0.30, -0.30], [-0.35, 0.05, 0.02], [0.40, -0.10, -0.01], [0.16, 0.87, -0.26], [0.01, -0.20, -0.02], [0.00, -0.03, 0.54], [-0.54, 0.79, 0.22], [-1.12, -0.99, -1.16], [-1.25, 2.07, 1.69], [2.08, -1.57, -1.02], [0.08, -0.01, -1.39], [0.05, -0.11, 0.78], [0.47, -0.34, 0.62], [0.16, 0.65, 0.31], [0.24, 0.18, -0.11], [-0.57, 0.19, -0.65], [0.35, 0.11, -0.19], [0.35, -0.66, -0.41], [-0.29, -0.28, 0.77], [-0.36, -1.24, -0.46], [-0.66, 2.15, -0.68], [1.06, 0.32, 0.38], [-2.62, -1.12, 1.37], [1.65, 0.54, -0.58], [-1.06, -0.30, -1.75], [0.86, -0.43, 0.00], [0.48, 0.99, 0.69], [0.18, 0.12, 0.53], [0.21, 0.44, 0.68], [0.65, -0.08, 0.29], [-0.50, -0.69, 0.02], [-0.01, 0.08, -0.27], [0.13, -0.76, -0.24], [-0.84, -0.21, -1.13], [0.73, -1.12, 1.29], [-2.66, -0.28, 0.02], [4.90, -4.02, -0.84], [-1.45, 5.29, 1.19], [1.30, -0.42, 0.17], [-0.40, 1.43, -0.31], [-1.10, -0.71, 1.10], [-0.62, -0.62, -1.35], [0.33, 0.00, -0.20], [0.00, 0.25, -0.52], [-0.01, 0.24, 0.35], [-0.28, 0.17, 0.17], [0.10, -0.01, 0.07], [-0.73, -1.45, 0.54], [1.86, 0.16, 1.70], [0.90, -1.43, -2.10], [-0.50, 1.44, 3.89], [-1.23, 0.57, -2.37], [0.92, -0.66, -0.79], [-1.07, 0.91, 0.12], [-0.72, 1.05, -0.20], [0.61, -1.10, 0.87], [-0.39, 0.33, 0.19], [-0.25, 0.72, -0.46], [0.65, 0.08, -0.58], [0.28, -0.04, -0.05], [-0.33, -0.60, -0.75], [1.79, 1.04, 1.19], [-0.91, -1.31, -1.02], [1.91, 0.17, 1.72], [-2.01, -1.94, -1.27], [-0.29, 1.29, 0.05], [-0.89, 1.84, -0.39], [0.57, 0.59, -1.34], [-0.68, -0.83, 0.68], [0.60, -1.07, 0.82], [0.09, 0.40, -0.22], [-0.30, 0.23, -0.57], [0.02, -0.56, -0.01], [0.10, 0.33, 0.20], [0.00, -0.18, 0.13], [0.30, -0.16, 1.97], [-1.31, -0.29, 0.06], [1.10, 0.62, 1.49], [-0.39, -0.62, -1.85], [0.00, 0.32, 1.56], [-1.57, -0.44, -0.83], [0.21, 0.78, -0.84], [-0.34, -0.63, 0.47], [0.23, -0.60, 0.21], [-0.46, 0.16, -0.47], [0.63, -0.23, 0.01], [0.08, 0.68, -0.60], [0.63, -0.26, -0.74], [0.87, 0.66, -0.42]]}

***

2.
{"formula": "C19H57N9O8", "method": "ωB97M-V with the def2-TZVPD basis set", "smiles": "COC[C@H](C)N.COC[C@H](C)N.COC[C@H](C)N.NC(N)=O.NC(N)=O.NC(N)=O.CCO.CCO", "e_above_lowest_kcal_mol": 0.3, "symbols": ["C", "O", "C", "C", "C", "N", "H", "H", "H", "H", "H", "H", "H", "H", "H", "H", "H", "C", "O", "C", "C", "C", "N", "H", "H", "H", "H", "H", "H", "H", "H", "H", "H", "H", "C", "O", "C", "C", "C", "N", "H", "H", "H", "H", "H", "H", "H", "H", "H", "H", "H", "N", "C", "N", "O", "H", "H", "H", "H", "N", "C", "N", "O", "H", "H", "H", "H", "N", "C", "N", "O", "H", "H", "H", "H", "C", "C", "O", "H", "H", "H", "H", "H", "H", "C", "C", "O", "H", "H", "H", "H", "H", "H"], "positions_angstrom": [[-7.30429, -7.19207, -18.66538], [-8.68066, -7.50655, -18.84428], [-9.23122, -7.83976, -17.62886], [-10.68705, -8.21047, -17.76931], [-11.56462, -6.99759, -18.10378], [-11.11564, -8.69329, -16.47536], [-7.15410, -6.59440, -17.76904], [-7.08809, -6.55380, -19.50474], [-6.62902, -8.02616, -18.60558], [-8.64696, -8.61000, -17.12901], [-9.16687, -6.96878, -16.93902], [-10.72792, -9.01194, -18.54467], [-11.18253, -6.18516, -17.46010], [-12.59718, -7.28432, -17.92164], [-11.36938, -6.74455, -19.16021], [-10.55055, -9.38134, -16.00443], [-12.06497, -9.03212, -16.49278], [-7.83677, -0.27958, -16.03927], [-7.30293, 0.29399, -14.90035], [-7.93941, -0.20913, -13.72962], [-7.42722, 0.50208, -12.47491], [-5.91908, 0.36009, -12.37029], [-8.03654, -0.09500, -11.29523], [-8.90145, 0.02993, -16.15801], [-7.74502, -1.38870, -16.06612], [-7.28371, 0.15253, -16.88855], [-9.01803, -0.05849, -13.77320], [-7.81583, -1.29780, -13.68362], [-7.78550, 1.55641, -12.53885], [-5.65464, 0.59873, -11.34552], [-5.39575, 1.00454, -13.09236], [-5.57235, -0.64937, -12.61500], [-7.59668, -0.94701, -10.99965], [-9.02804, -0.35900, -11.41211], [-6.61686, 1.91471, -19.04493], [-6.96919, 0.59969, -19.45095], [-5.81426, -0.30402, -19.47458], [-5.05322, -0.23308, -20.77636], [-5.86091, -0.92264, -21.90730], [-3.73708, -0.89822, -20.61937], [-6.04906, 2.44323, -19.81735], [-6.03674, 1.99315, -18.09916], [-7.56709, 2.46056, -18.88963], [-5.21164, -0.04527, -18.58254], [-6.21618, -1.32280, -19.38749], [-4.88136, 0.82723, -21.04456], [-5.33619, -1.04235, -22.86395], [-6.70503, -0.26721, -22.14820], [-6.16811, -1.88406, -21.51113], [-3.20804, -0.51249, -19.82388], [-3.89648, -1.85499, -20.30861], [-9.62972, -4.19390, -18.82750], [-8.74707, -3.11087, -19.03602], [-9.30574, -1.82982, -18.87009], [-7.56188, -3.28187, -19.38626], [-9.37644, -5.12573, -19.10772], [-10.58599, -3.94136, -18.79130], [-10.17534, -1.78607, -18.34629], [-8.67026, -1.06571, -18.69921], [-11.30724, -0.51787, -23.67561], [-10.28374, -0.76248, -22.75525], [-9.84397, 0.34984, -22.11190], [-9.99961, -1.86175, -22.47513], [-11.52511, -1.32521, -24.20201], [-11.48607, 0.37739, -24.04389], [-9.81154, 1.29053, -22.45089], [-9.32268, -0.06461, -21.33725], [-11.94106, -2.56449, -20.44556], [-12.77881, -2.59426, -19.31868], [-14.16227, -2.89522, -19.50585], [-12.33971, -2.38685, -18.18475], [-12.30569, -2.58495, -21.39559], [-10.98171, -2.21404, -20.36707], [-14.45956, -3.27845, -20.39272], [-14.65743, -3.21387, -18.65120], [-10.54239, -4.02066, -15.02642], [-11.60026, -3.22386, -14.25938], [-11.16452, -3.00485, -12.93834], [-9.61096, -3.42417, -14.97496], [-10.76058, -4.14764, -16.09381], [-10.36359, -5.01320, -14.61903], [-12.56624, -3.81165, -14.28205], [-11.78224, -2.25401, -14.69290], [-10.65576, -3.77585, -12.68219], [-3.30562, -4.79686, -21.24297], [-4.75829, -4.62556, -20.81593], [-4.80755, -3.92542, -19.58504], [-3.38407, -5.36738, -22.17753], [-2.73192, -5.26536, -20.43998], [-2.81515, -3.85219, -21.50601], [-5.18516, -5.62256, -20.70646], [-5.34827, -4.14102, -21.61558], [-5.71981, -3.86755, -19.28053]], "forces_ev_per_a": [[-0.60, 1.12, -0.43], [0.84, 0.01, -0.53], [-0.52, 0.73, 1.32], [0.21, -0.86, -0.05], [1.44, -0.47, -0.51], [-0.56, 0.12, 0.77], [-0.10, 0.16, 0.25], [0.60, 0.09, -0.37], [0.04, -0.77, -0.16], [0.01, -0.60, -0.01], [-0.09, -0.17, -0.14], [-0.22, 0.55, 0.13], [-0.73, -0.17, -0.20], [-0.14, 0.46, -0.10], [-0.46, 0.11, 0.35], [0.32, -0.13, -0.33], [-0.10, 0.00, 0.00], [-0.37, 0.20, -1.22], [0.02, -0.03, 1.21], [0.08, 0.33, -0.21], [-0.44, -0.64, -0.70], [0.16, 0.53, -0.37], [-1.23, -0.01, 0.48], [0.35, -0.43, 0.01], [-0.10, 0.49, 0.09], [-0.20, -0.35, 0.15], [-0.36, 0.18, -0.27], [0.34, -0.07, 0.23], [0.61, -0.54, 0.10], [0.42, 0.14, 0.06], [-0.22, 0.00, 0.42], [-0.32, -0.08, 0.20], [0.54, -0.28, -0.08], [0.65, 0.51, -0.15], [-0.57, 0.44, 0.06], [0.66, -0.34, 0.40], [-1.15, 0.56, 0.41], [0.93, 0.05, -0.65], [0.34, 0.97, 0.33], [0.07, 0.10, 0.45], [0.03, -0.06, -0.03], [-0.27, -0.49, -0.39], [0.46, -0.24, -0.09], [0.06, -0.26, -0.48], [0.06, 0.26, 0.28], [0.08, -0.42, 0.08], [0.33, -0.03, 0.51], [-0.26, -0.43, 0.25], [-0.39, -0.23, -0.27], [-0.39, 0.17, -0.55], [-0.18, -0.19, -0.23], [1.68, 2.11, 0.01], [0.62, -0.90, -0.41], [-0.07, -1.45, 0.06], [-1.77, 0.31, 0.73], [0.23, 0.03, -0.18], [-0.94, -0.12, 0.13], [0.03, -0.04, 0.01], [0.33, -0.06, -0.18], [0.83, -0.64, 0.88], [-3.12, 4.28, -2.26], [0.76, -1.65, 1.21], [1.44, -3.91, 1.30], [-0.31, -0.43, -0.78], [-0.16, 0.81, -0.42], [0.10, -0.05, 0.12], [0.52, 1.58, 0.03], [-1.32, -0.01, 0.65], [-0.21, -0.15, -0.44], [1.46, 0.15, 0.58], [-0.08, -0.24, -0.81], [0.10, -0.02, 0.58], [-0.66, -0.13, 0.13], [0.05, -0.02, 0.30], [0.75, 0.42, -1.13], [0.43, 1.08, -0.51], [-0.65, -1.68, -0.47], [0.00, 0.23, 0.43], [-0.18, -0.45, -0.03], [-0.20, 0.11, 0.22], [-0.08, -0.06, 0.25], [0.71, 0.66, 0.13], [-0.03, 0.27, -0.29], [0.04, -0.11, 0.21], [-0.62, 0.44, -0.42], [0.19, 0.08, -0.05], [0.31, 0.10, -0.10], [0.60, -0.27, 0.33], [-0.04, -0.26, -0.35], [-0.23, -0.01, 0.19], [-0.13, -0.21, 0.13], [0.21, 0.13, 0.31], [-0.32, 0.10, -0.13]]}